45
Properties=species:S:1:pos:R:3:forces:R:3 method="wB97M-V/def2-TZVPD" e_above_lowest_kj_mol=0.0 charge=-1 e_homo_ev="-5.14 / -5.13" spin_multiplicity=3 orbital_gap_ev="7.32 / 6.25" fmax_ev_per_a=0.64 s2=2.009
Ti 2.0399 1.6481 -0.8089 -0.2 0.2 0.0
Se 0.8674 2.1269 1.4394 0.2 0.1 -0.1
Se 2.0776 0.9020 3.0428 0.0 0.0 0.0
Se 4.1554 0.8414 1.9977 -0.1 0.0 0.0
Se 3.5840 -0.2190 0.0018 0.0 0.0 -0.1
C -2.3210 -2.0041 -0.0004 0.1 0.1 0.0
N -1.0633 -1.2440 0.3957 0.0 -0.1 -0.1
C -1.2086 -0.7839 1.8285 0.0 0.0 0.1
N -1.4638 -1.8865 2.7081 0.0 0.0 0.0
C -2.6389 -2.6248 2.2606 0.0 -0.1 0.0
N -2.5351 -3.1009 0.8917 0.0 0.0 0.0
C -1.5017 -4.1367 0.7342 0.0 0.0 -0.1
P 0.2046 -3.5888 1.2455 0.0 -0.1 0.1
C 0.2077 -2.0564 0.2287 -0.5 0.4 0.1
C -0.2924 -2.7637 2.8347 0.1 0.0 0.0
H -2.1797 -2.3402 -1.0314 0.0 0.0 0.0
H -3.1408 -1.2867 0.0750 0.0 0.0 0.0
H -0.9355 -0.4342 -0.2229 0.0 0.0 0.0
H -2.0467 -0.0857 1.8486 0.0 0.0 0.0
H -0.2916 -0.2710 2.1028 0.0 0.0 0.0
H -3.5080 -1.9649 2.3289 0.0 0.0 0.0
H -2.7908 -3.4776 2.9246 0.0 0.0 0.0
H -1.4556 -4.4211 -0.3206 0.0 0.0 0.0
H -1.7976 -5.0161 1.3097 0.0 0.0 0.0
H 0.2820 -2.3392 -0.8228 0.0 0.1 0.0
H 0.9753 -1.3348 0.5132 0.4 -0.4 -0.1
H 0.5613 -2.1764 3.1842 -0.1 0.0 0.0
H -0.5056 -3.5167 3.5965 0.0 0.0 0.0
N -0.3038 5.3019 -1.4678 0.0 -0.1 0.0
C 0.7812 4.5079 -1.3336 0.1 0.1 0.0
O 0.6613 3.2630 -1.4472 0.1 -0.2 0.0
C 2.0575 5.1126 -1.0860 0.0 0.0 0.0
C 3.0511 4.1433 -1.0308 0.0 -0.1 0.0
N 3.6574 3.1497 -1.0405 0.0 0.1 0.0
C 2.2343 6.4957 -0.9017 0.0 0.0 0.0
N 2.2878 7.6415 -0.7680 0.0 0.0 0.0
H -0.2437 6.2827 -1.2569 0.0 0.0 0.0
H -1.2026 4.8537 -1.4748 0.0 0.0 0.0
Cl -1.2508 -3.2273 -2.8533 0.1 0.0 0.0
C 0.4553 -0.3836 -3.7290 -0.1 -0.1 -0.1
Cl 1.0903 -0.3416 -5.2925 -0.1 0.0 0.1
C 1.0941 0.3865 -2.6915 -0.1 -0.1 0.0
O 2.1427 1.0528 -2.8774 0.1 0.1 0.2
O 0.5727 0.3869 -1.5036 0.0 0.0 -0.1
H -0.3634 -1.0708 -3.5313 0.1 0.0 0.0